Here is C20H24NO7S3Tc as an isolated structure in a non-equilibrium geometry from the OMol25 dataset. Energies are from ωB97M-V with the def2-TZVPD basis set.

Summary:
- spin multiplicity = 3
- expectation value of S² = 2.042
- charge = -2

Positions of all 56 atoms, in Å:
Tc1 0.4815 0.5020 1.0301
S1 3.0354 0.5018 2.1842
S2 -0.1565 -1.6828 2.8807
S3 -1.6087 -0.9894 -1.1704
O1 -0.4877 -0.2204 2.8326
O2 0.5639 -1.9611 1.6524
O3 2.8871 -0.7078 2.9679
O4 4.3675 1.0790 2.2258
O5 2.6399 0.2387 0.7061
O6 1.9242 1.4828 2.5274
O7 0.3258 -2.1373 4.1490
N1 0.2178 2.1997 0.4165
C1 -1.2258 5.5389 0.0960
C2 -5.5083 -4.4439 2.0301
C3 0.0450 3.4619 0.0455
C4 -3.0758 -4.4668 2.6960
C5 3.2954 3.3064 -0.3084
C6 -1.8598 -3.8328 2.8948
C7 0.9851 4.0899 -0.8335
C8 -4.0525 -2.3921 2.0298
C9 -1.1067 4.2137 0.4720
C10 -2.8390 -1.7497 2.2187
C11 -0.6175 -0.2671 -0.1488
C12 -4.1900 -3.7562 2.2625
C13 -1.8095 3.2004 2.7134
C14 -2.9421 2.4877 0.5650
C15 2.2118 3.3948 -1.3861
C16 -0.2738 6.1631 -0.7011
C17 0.8046 5.4229 -1.1612
C18 1.9479 2.0424 -2.0484
C19 -2.2287 3.6211 1.3051
C20 -1.7404 -2.4726 2.6552
H1 -0.3721 7.2110 -0.9593
H2 -1.1011 2.3780 2.7097
H3 -2.9523 4.4383 1.4282
H4 2.5794 4.0598 -2.1810
H5 -5.7631 -4.4577 0.9682
H6 -6.3203 -3.9337 2.5526
H7 -3.1622 -5.5328 2.8805
H8 1.5444 5.8912 -1.8028
H9 -1.3431 4.0327 3.2439
H10 2.8727 1.6782 -2.5022
H11 1.6198 1.2959 -1.3323
H12 -2.6893 2.8835 3.2800
H13 -4.9058 -1.8193 1.6832
H14 -3.7468 2.0725 1.1776
H15 -5.4808 -5.4769 2.3787
H16 -2.0898 6.0970 0.4433
H17 1.1904 2.1339 -2.8313
H18 -2.7318 -0.6924 2.0185
H19 4.1688 2.7634 -0.6722
H20 -2.2555 1.6756 0.3311
H21 -3.3727 2.8471 -0.3721
H22 -0.9998 -4.3893 3.2438
H23 2.9334 2.7833 0.5729
H24 3.6074 4.3085 -0.0013

***

Here is C20H24O6S2 in the gas phase from the OMol25 dataset. Energies are from ωB97M-V with the def2-TZVPD basis set.

Summary:
- charge = 0

Positions of all 52 atoms, in Å:
S1 1.1212 -0.0986 -3.1688
S2 -2.9758 -0.6451 2.0678
O1 -0.0911 -0.5958 -3.7621
O2 -0.8140 -2.3373 4.3958
O3 -2.0183 -1.6792 1.7716
O4 -4.3556 -0.8982 1.7508
O5 1.2635 1.3341 -3.0540
O6 0.4106 -0.9267 3.1454
C1 2.4203 -2.2636 -4.1427
C2 -2.8856 -0.2887 3.8631
C3 0.5601 -1.9169 -1.1644
C4 3.8217 -0.2375 -3.5108
C5 1.1834 -1.9875 2.5683
C6 2.5428 -0.7563 -4.1289
C7 -1.4448 -0.0106 4.2369
C8 -0.6085 -1.2486 3.9382
C9 -1.0565 1.8890 -0.4101
C10 1.2986 -1.6539 1.1070
C11 0.5749 -2.3554 0.1508
C12 -3.1276 2.0458 1.4366
C13 1.2624 -0.7775 -1.5084
C14 -2.7440 3.1659 0.7216
C15 -1.4293 0.7689 0.3124
C16 -1.7100 3.1000 -0.2108
C17 2.0044 -0.0820 -0.5715
C18 2.0258 -0.5262 0.7371
C19 -2.4574 0.8542 1.2294
C20 -1.3125 4.3151 -0.9883
H1 -0.6271 4.0481 -1.7878
H2 0.6625 -2.9336 2.7358
H3 3.9771 -0.6819 -2.5294
H4 2.1610 -2.0045 3.0624
H5 -3.2614 4.1019 0.8747
H6 2.5754 0.0211 1.4876
H7 2.3899 -0.3400 -5.1253
H8 -0.0314 -2.4142 -1.9165
H9 -3.5462 0.5491 4.0642
H10 2.5165 0.8192 -0.8691
H11 -1.3677 0.2078 5.3050
H12 -2.1882 4.7982 -1.4171
H13 -1.0494 0.8298 3.6645
H14 -0.0143 -3.2092 0.4448
H15 -3.2571 -1.1860 4.3532
H16 2.5771 -2.6664 -3.1434
H17 -0.2710 1.8174 -1.1480
H18 3.7599 0.8428 -3.4029
H19 1.4250 -2.5426 -4.4801
H20 3.1549 -2.7055 -4.8131
H21 -0.9486 -0.1835 0.1688
H22 -3.9516 2.0870 2.1321
H23 -0.8218 5.0360 -0.3345
H24 4.6779 -0.4783 -4.1381

***

Here is C20H25B2F23O10Sn as an isolated structure in a non-equilibrium geometry from the OMol25 dataset. Energies are from ωB97M-V with the def2-TZVPD basis set.

Summary:
- charge = 0

Positions of all 81 atoms, in Å:
Sn1 0.3241 -3.7630 1.9502
F1 -2.1008 -3.9492 0.5652
F2 -2.3930 -4.4121 -6.6842
F3 0.1374 5.0038 4.1315
F4 -2.9415 3.8540 5.7217
F5 -0.8184 0.5165 -8.0256
F6 1.4027 0.5505 -8.2258
F7 -0.3613 -4.4488 -5.9548
F8 -0.8760 -1.0502 2.3253
F9 -3.2973 2.1891 7.2560
F10 0.3449 -1.2580 -7.5973
F11 -0.6418 0.6218 0.6112
F12 -3.7852 -2.3193 0.4317
F13 -2.8368 -2.9817 2.4184
F14 1.3760 3.3504 3.3217
F15 -1.9376 -5.6374 -5.0144
F16 7.5839 -2.8250 2.5085
F17 7.1877 -3.3454 0.4496
F18 6.8421 -4.7872 2.0133
F19 1.0249 -0.7597 1.1726
F20 -4.1162 -4.3547 1.3209
F21 1.3105 5.3036 2.3202
F22 -0.7932 -1.6380 0.2031
F23 -1.5632 3.5879 7.3180
O1 -0.5136 4.2299 0.9020
O2 1.5398 -0.0232 -5.4983
O3 -1.4540 3.0656 2.6503
O4 -0.2973 1.3261 -5.5620
O5 -1.4215 -2.1952 -4.8084
O6 -2.5990 -3.6200 -3.5039
O7 4.3826 -3.7749 1.8037
O8 -0.4007 1.5298 5.9394
O9 -2.3204 1.3228 4.7149
O10 5.1938 -1.6410 1.7562
C1 0.0680 1.9583 -4.3265
C2 3.9430 -0.9980 1.5114
C3 0.5506 4.3828 3.0248
C4 -0.6671 3.8955 2.1744
C5 -1.4209 3.8836 -0.1260
C6 -3.0522 -2.5546 -2.6178
C7 0.3218 0.0689 -7.5772
C8 -2.4010 2.8790 6.5130
C9 5.3303 -2.9895 1.7395
C10 -1.7002 1.8275 5.6346
C11 -1.0499 4.6331 -1.4046
C12 1.8299 0.7293 5.4542
C13 6.7829 -3.5052 1.6976
C14 0.5734 0.3948 -6.1353
C15 -1.8675 -3.3105 -4.6043
C16 4.1703 0.5664 1.4484
C17 -4.5849 -2.5227 -2.5433
C18 -1.6314 -4.4857 -5.6078
C19 -0.4342 1.0574 -3.1966
C20 0.3124 0.5538 5.1085
B1 -0.3236 -0.6964 1.1212
B2 -3.1997 -3.3473 1.1453
H1 3.5561 -1.4052 0.5770
H2 -0.1149 1.2510 -2.1721
H3 3.1861 -1.2365 2.2592
H4 -2.8827 -1.5672 -3.0468
H5 -1.5241 1.0258 -3.1957
H6 -0.5487 2.8568 -4.3203
H7 -4.9715 -3.3301 -1.9182
H8 -5.0176 -1.6717 -2.0186
H9 -0.3999 4.0278 -2.0348
H10 2.4669 -0.0986 5.1477
H11 -2.0362 4.8099 -1.8338
H12 -2.4344 4.1875 0.1381
H13 2.1268 1.7211 5.1141
H14 3.2544 1.1312 1.6197
H15 1.1222 2.2180 -4.2362
H16 0.0512 -0.4949 5.2490
H17 -2.5827 -2.6988 -1.6467
H18 1.7964 0.8581 6.5369
H19 4.5742 0.8175 0.4676
H20 -0.1407 0.0180 -3.3475
H21 4.8910 0.9960 2.1444
H22 -0.6354 5.6041 -1.1355
H23 0.1053 0.8505 4.0806
H24 -5.0633 -2.7695 -3.4913
H25 -1.5102 2.8112 -0.3016

***

Here is a 17-piece molecular cluster, C20H25BCl48NO5S2 overall in a non-equilibrium geometry from the OMol25 dataset. Energies are from ωB97M-V with the def2-TZVPD basis set.

Summary:
- charge = +1

Positions of all 102 atoms, in Å:
Cl1 4.6111 3.2635 -5.0664
Cl2 3.1285 2.8283 6.2000
Cl3 -1.5488 5.2828 -4.5980
Cl4 -2.3552 4.9180 -7.3655
Cl5 -1.6029 -0.4003 -4.0487
Cl6 -8.2227 -9.7855 -3.9626
Cl7 2.5105 4.6115 -6.5274
Cl8 0.9992 -8.6090 -4.1306
Cl9 0.3679 -2.2989 -5.1714
Cl10 0.2361 -7.4243 6.0717
Cl11 8.7211 -0.2883 5.9305
Cl12 -2.2113 -4.6010 -4.8217
Cl13 5.2133 -2.1901 2.1427
Cl14 1.8463 2.6234 -4.4852
Cl15 6.5944 -1.2692 7.6465
Cl16 2.2112 3.1629 0.0184
Cl17 2.5183 -1.6907 3.1268
Cl18 -3.2246 1.3834 8.2942
Cl19 -0.2537 7.3802 -0.5136
Cl20 2.0399 -5.9960 4.3016
Cl21 -6.4733 -8.5378 -5.9112
Cl22 -4.0210 -1.8379 -3.3440
Cl23 -1.1256 9.4769 1.2752
Cl24 1.6280 -6.5651 -6.0962
Cl25 -4.6789 -5.6980 -3.7579
Cl26 4.7132 -7.1002 7.7722
Cl27 1.9946 -9.3685 -6.7486
Cl28 7.3408 -6.1787 6.9697
Cl29 -3.0980 7.7186 0.0882
Cl30 0.9325 -3.0959 -7.9033
Cl31 -8.3903 -6.9285 -4.4384
Cl32 -2.1025 -1.1264 -1.2781
Cl33 -6.1240 7.1570 -4.7001
Cl34 3.3689 1.0903 1.6858
Cl35 4.3279 -3.3448 4.6548
Cl36 -4.6832 9.1777 -6.2038
Cl37 -2.7473 -7.4429 -5.0416
Cl38 -1.1667 2.6297 6.6674
Cl39 -3.6719 8.2883 -3.6330
Cl40 3.1159 -2.4479 -6.1064
Cl41 -1.1834 2.7075 -5.8884
Cl42 -1.7521 3.6677 9.3141
Cl43 3.6078 -0.0205 5.9456
Cl44 6.6285 1.5163 6.7916
Cl45 5.2840 -4.2501 7.6402
Cl46 1.7683 -5.1700 7.0690
Cl47 2.7990 3.6947 2.8258
Cl48 2.1161 1.0059 8.2195
S1 -3.3049 4.5207 0.9107
S2 -1.2478 1.6388 2.7141
O1 -1.6756 3.2122 -2.3121
O2 -0.9080 0.4999 1.8993
O3 0.6539 4.0099 -2.2088
O4 0.1798 1.6849 -2.2151
O5 -1.1744 1.3702 4.1273
N1 -2.2402 3.3321 -1.0722
C1 -2.9536 2.0794 2.4242
C2 1.5016 -3.1414 -6.2374
C3 -2.4316 2.2169 -0.1495
C4 3.3039 2.8136 1.3719
C5 -1.5428 8.5386 -0.1442
C6 1.0243 -8.2104 -5.8467
C7 -3.2602 2.6826 1.0588
C8 2.9943 3.1017 -5.7416
C9 -4.5395 7.8138 -5.1030
C10 7.6068 0.1181 7.2372
C11 -2.3241 -1.6041 -2.9669
C12 -1.6727 2.2221 8.3099
C13 2.4846 1.2104 6.5041
C14 -7.3192 -8.3305 -4.3751
C15 1.7579 -6.5386 5.9590
C16 3.8431 -2.8554 3.0362
C17 -1.1948 4.4573 -6.1240
C18 -2.6527 4.4832 -0.6809
C19 5.9420 -5.8486 7.9881
C20 -3.4628 -5.8315 -5.0283
B1 -0.2199 2.9707 -2.2523
H1 3.4860 -3.7283 2.5076
H2 -3.9653 7.0389 -5.5935
H3 8.1898 0.3713 8.1109
H4 -4.2834 2.3942 0.8495
H5 -1.6410 9.2126 -0.9843
H6 -0.2102 4.7609 -6.4459
H7 -1.8114 -2.5445 -3.1197
H8 1.5633 1.1041 5.9482
H9 6.2618 -5.8640 9.0201
H10 -3.5422 1.1966 2.6372
H11 -0.5029 1.1306 -2.6283
H12 -6.5814 -8.1592 -3.6041
H13 3.0177 2.3248 -6.4927
H14 -0.4412 2.7157 2.4769
H15 0.0104 -8.2525 -6.2188
H16 4.2934 3.1561 1.1031
H17 -3.9468 -5.6656 -5.9805
H18 1.5396 -4.1745 -5.9206
H19 -3.0495 1.5204 -0.7144
H20 -0.9317 1.5570 8.7310
H21 -2.5949 5.3704 -1.2887
H22 2.5590 -7.2061 6.2342
H23 0.1792 4.7685 -1.8345
H24 -3.2068 2.8209 3.1771
H25 -1.5445 1.6166 0.0382

***

Here is a 3-piece molecular cluster, C20H25BF2N2O8 overall in a non-equilibrium geometry from the OMol25 dataset. Energies are from ωB97M-V with the def2-TZVPD basis set.

Summary:
- charge = 0

Positions of all 58 atoms, in Å:
F1 -1.5459 4.2439 -3.8379
F2 -6.5321 -0.4175 -2.1190
O1 4.9148 -4.2160 1.9711
O2 1.3948 -0.8682 -2.9946
O3 -0.2331 -0.5982 -1.3008
O4 0.6634 2.4801 -0.6837
O5 -3.8031 -0.7201 -1.8237
O6 5.9181 -2.9298 3.3834
O7 0.0357 3.5919 1.0550
O8 -2.4580 0.8513 -2.4916
N1 0.7617 2.7965 0.4874
N2 4.9734 -3.6113 3.0253
C1 1.6670 -4.6035 4.4459
C2 -6.1294 0.8511 -2.4639
C3 3.8762 1.0221 2.7194
C4 -0.9928 3.1563 -3.1590
C5 2.9998 1.9048 3.3366
C6 3.8425 -3.0161 5.1305
C7 -1.8242 0.7659 -3.7643
C8 -3.6756 0.2265 -2.4577
C9 3.7239 0.7099 1.3753
C10 -0.9072 1.9519 -4.0930
C11 2.7641 -3.1219 5.9936
C12 1.8376 2.1695 1.2687
C13 -1.0193 -0.5648 -3.7944
C14 2.6975 1.2841 0.6423
C15 1.6790 -3.9185 5.6536
C16 3.8201 -3.7088 3.9338
C17 1.9731 2.4845 2.6091
C18 2.7416 -4.4985 3.5771
C19 -4.8205 0.8480 -3.2355
C20 -6.0666 1.7281 -1.2059
B1 0.0643 -0.6858 -2.6244
H1 -1.5506 2.9946 -2.2413
H2 -6.9179 1.2484 -3.1039
H3 0.1423 1.6756 -4.1880
H4 -4.5660 1.9021 -3.3777
H5 -6.6031 2.6609 -1.3520
H6 -1.1835 2.3102 -5.0846
H7 -1.7294 -1.3823 -3.6233
H8 -5.0268 1.9572 -0.9666
H9 -0.5659 -0.7390 -4.7725
H10 0.0109 3.4444 -2.8632
H11 0.2135 -1.2869 -0.7894
H12 3.1192 2.1436 4.3850
H13 4.6858 -2.3972 5.4014
H14 0.8401 -4.0063 6.3323
H15 2.7296 -5.0321 2.6377
H16 2.5791 1.0389 -0.4040
H17 1.2934 3.1732 3.0899
H18 1.5296 -0.3344 -3.7872
H19 -2.5596 0.6657 -4.5680
H20 -6.4920 1.1866 -0.3670
H21 4.4072 0.0203 0.8977
H22 4.6825 0.5755 3.2883
H23 0.8198 -5.2222 4.1821
H24 2.7706 -2.5861 6.9332
H25 -4.9693 0.4021 -4.2174

***

Here is C20H25BrCuN3S4 as an isolated structure in a non-equilibrium geometry from the OMol25 dataset. Energies are from ωB97M-V with the def2-TZVPD basis set.

Summary:
- charge = -2

Positions of all 54 atoms, in Å:
Br1 -6.5522 4.6197 -0.6663
Cu1 -1.7417 0.0573 -0.6238
S1 3.8120 -3.7684 0.4812
S2 1.8267 -0.6200 -0.4360
S3 0.0164 -3.7300 -1.0010
S4 -4.0515 -3.7635 -1.5762
N1 -0.0787 0.3424 0.0464
N2 -2.5813 -1.4258 -1.4743
N3 -3.1687 1.3482 -0.6047
C1 1.1828 -2.8323 -2.0832
C2 0.6244 2.6208 0.4256
C3 -3.1936 -2.4238 -1.4769
C4 0.3013 2.9614 -0.9983
C5 -3.9810 3.5167 0.0665
C6 0.6446 1.0159 2.2431
C7 1.4772 3.2513 2.5940
C8 -5.0333 3.4368 -0.8575
C9 1.1911 -4.6258 0.0858
C10 -5.1257 2.2893 -1.6575
C11 3.6428 -1.2647 -0.7792
C12 -3.0905 2.4806 0.1456
C13 -4.1779 1.3133 -1.5159
C14 4.2021 -1.9901 0.4213
C15 0.3020 -0.3519 2.7617
C16 1.2036 1.9735 3.0632
C17 0.3407 1.3014 0.8811
C18 1.1262 -1.3226 -1.9545
C19 1.1653 3.5590 1.2764
C20 2.0438 -3.7109 0.9484
H1 -5.9212 2.1786 -2.3823
H2 4.2056 -0.3404 -0.9149
H3 0.0907 -0.9829 -1.9433
H4 1.4368 1.7210 4.0962
H5 2.1704 -3.2314 -1.8624
H6 -2.2601 2.5342 0.8351
H7 1.8110 -5.2693 -0.5417
H8 1.9902 -3.9886 2.0027
H9 -4.2048 0.4394 -2.1512
H10 -3.8729 4.3892 0.6968
H11 5.2986 -1.9674 0.4443
H12 0.9192 -3.1159 -3.1055
H13 -0.7764 2.8956 -1.1592
H14 1.3664 4.5582 0.8936
H15 -0.7217 -0.3664 3.1493
H16 3.8146 -1.5504 1.3428
H17 0.5402 -5.2470 0.6988
H18 0.7675 2.2412 -1.6696
H19 3.7356 -1.8641 -1.6825
H20 0.9830 -0.6645 3.5556
H21 1.7416 -2.6677 0.8321
H22 0.6372 3.9672 -1.2529
H23 0.3369 -1.0560 1.9350
H24 1.6621 -0.8674 -2.7931
H25 1.9221 3.9976 3.2435

***

DFT total energy
In order: -71657.627; -55084.890; -111314.742; -656289.353; -46613.526; -183637.879
Unit: eV